ORCA calculation (ωB97M-V/def2-TZVPD) on a structure of composition C30H24MnN5S2Se2.

Calculated values
- total charge = -1
- LUMO level (spin up / spin down) (eV) = 2.02 / 2.02
- spin multiplicity = 2
- ⟨S²⟩ = 0.785

Positions of all 64 atoms, in Å:
Mn1 0.6231 -0.0606 0.6593
C1 -1.0698 3.5187 -1.1864
C2 -0.6645 2.5721 -0.2262
N1 -0.2302 1.3801 -0.5512
C3 -0.1654 1.0278 -1.8694
C4 -0.5333 1.9158 -2.8933
C5 -0.9992 3.1937 -2.5082
C6 -0.4092 1.5094 -4.2457
C7 0.0935 0.2699 -4.5222
C8 0.4470 -0.6384 -3.5041
C9 0.2931 -0.3092 -2.1672
N2 0.5370 -1.0668 -1.0567
C10 0.6343 -2.4143 -0.9729
C11 0.4136 -3.3945 -1.9404
C12 0.5333 -4.7600 -1.6286
C13 0.8696 -5.2062 -0.3795
C14 1.0713 -4.2568 0.6515
C15 1.3727 -4.6078 1.9884
C16 1.5097 -3.6338 2.9354
C17 1.3408 -2.2875 2.5663
N3 1.0651 -1.9310 1.3314
C18 0.9453 -2.8858 0.3607
H1 -1.4141 4.4906 -0.8602
H2 -0.6804 2.7953 0.8343
H3 -1.2888 3.9029 -3.2752
H4 -0.6867 2.1958 -5.0361
H5 0.2288 -0.0339 -5.5538
H6 0.8804 -1.5848 -3.7846
H7 0.1168 -3.1203 -2.9392
H8 0.3540 -5.4813 -2.4181
H9 0.9698 -6.2623 -0.1627
H10 1.4869 -5.6550 2.2444
H11 1.7394 -3.8764 3.9641
H12 1.4245 -1.4778 3.2811
C19 -2.3756 -2.7153 1.3271
Se1 -1.7444 -0.9093 1.6743
C20 -3.4296 0.0661 1.5544
C21 -4.3110 -0.1812 0.3416
Se2 -3.6369 0.4594 -1.3728
C22 -2.7921 -1.1783 -1.9864
H13 -3.1284 -2.9914 2.0628
H14 -1.5056 -3.3615 1.4381
H15 -2.7650 -2.8232 0.3173
H16 -3.1251 1.1115 1.6155
H17 -3.9895 -0.1729 2.4608
H18 -5.2595 0.3382 0.4894
H19 -4.5468 -1.2395 0.2254
H20 -3.5250 -1.9825 -2.0257
H21 -1.9526 -1.4348 -1.3446
H22 -2.4201 -0.9767 -2.9895
S1 2.7166 0.8191 0.2667
C23 2.6628 2.2761 1.2140
C24 3.5832 3.3013 0.9689
C25 3.5978 4.4719 1.7122
C26 4.5585 5.4928 1.4075
N4 5.3360 6.3057 1.1648
C27 2.6648 4.6430 2.7489
C28 1.7486 3.6301 3.0046
C29 1.7218 2.4511 2.2609
S2 0.5498 1.2092 2.6384
C30 2.6361 5.8387 3.5379
N5 2.5893 6.7949 4.1772
H23 4.3010 3.1726 0.1692
H24 1.0322 3.7574 3.8063

ORCA calculation (ωB97M-V/def2-TZVPD) on a structure of composition C30H25BaClN7O2S.

Calculated values
- total charge = +1
- LUMO level (eV) = -2.66
- spin multiplicity = 1

Positions of all 67 atoms, in Å:
Ba1 0.4059 -0.2964 0.3234
C1 3.6908 2.2269 2.6282
C2 2.9861 2.6821 3.7305
C3 1.6014 2.6392 3.7051
C4 0.9609 2.1405 2.5745
N1 1.6464 1.6293 1.5448
C5 2.9737 1.6854 1.5731
C6 -0.5143 2.2011 2.4108
C7 -1.2956 3.0706 3.1685
C8 -2.6597 3.0983 2.9430
C9 -3.2020 2.3111 1.9426
C10 -2.3495 1.5138 1.1827
N2 -1.0413 1.4507 1.4425
C11 -2.8217 0.7415 0.0026
C12 -4.1180 0.8573 -0.4912
C13 -4.4822 0.1377 -1.6176
C14 -3.5416 -0.6717 -2.2311
C15 -2.2692 -0.7158 -1.6846
N3 -1.9139 -0.0306 -0.6052
H1 4.7700 2.2677 2.5907
H2 3.5085 3.0684 4.5952
H3 1.0326 2.9739 4.5606
H4 3.4779 1.2737 0.7065
H5 -0.8493 3.7235 3.9034
H6 -3.2967 3.7469 3.5296
H7 -4.2656 2.3367 1.7614
H8 -4.8414 1.5046 -0.0183
H9 -5.4864 0.2175 -2.0117
H10 -3.7829 -1.2497 -3.1119
H11 -1.4853 -1.3166 -2.1341
C16 2.4928 -0.2017 -3.9149
C17 2.1529 0.2698 -2.5251
N4 2.4181 -0.3609 -1.4486
N5 3.0929 -1.5266 -1.5048
C18 3.3743 -2.2408 -0.3732
N6 4.0332 -3.3935 -0.5769
S1 3.0301 -1.7309 1.1674
C19 1.5099 1.6023 -2.3809
C20 1.9907 2.6756 -3.1279
C21 1.3865 3.9128 -2.9833
C22 0.3078 4.0284 -2.1205
C23 -0.1011 2.9043 -1.4225
N7 0.4922 1.7169 -1.5263
H12 2.1612 -1.2327 -4.0601
H13 3.5708 -0.1528 -4.0917
H14 1.9941 0.4167 -4.6551
H15 3.2266 -1.9786 -2.3996
H16 4.2658 -3.7507 -1.4883
H17 4.2648 -3.9403 0.2329
H18 2.8249 2.5441 -3.8037
H19 1.7461 4.7664 -3.5418
H20 -0.2071 4.9703 -1.9926
H21 -0.9470 2.9540 -0.7461
Cl1 -3.3019 -6.9874 1.0900
C24 -2.4932 -5.4543 1.1740
C25 -2.7509 -4.5996 2.2645
C26 -2.1285 -3.3876 2.3553
C27 -1.2117 -2.9307 1.3643
O1 -0.6238 -1.8006 1.4570
C28 -0.9835 -3.8124 0.2537
C29 -0.1145 -3.4486 -0.8118
O2 0.4298 -2.3505 -1.0089
C30 -1.6251 -5.0719 0.1979
H22 -3.4434 -4.9197 3.0318
H23 -2.3174 -2.7314 3.1961
H24 0.0733 -4.2516 -1.5490
H25 -1.4274 -5.7236 -0.6454

Let's list energy above the lowest of the compared OMol25 structures with the same formula, charge and spin in order: 0.00, 51.96 kcal/mol.
Let's list DFT total energy in order: -222637.568, -70090.236 eV.
Let's list M in order: 731.5, 720.4 g/mol.